(1)
{"formula": "C3H6ClOP", "method": "the ωB97M-V functional and the def2-TZVPD basis", "species": ["Cl", "P", "O", "C", "C", "C", "H", "H", "H", "H", "H", "H"], "positions_angstrom": [[0.20788, 3.50363, 3.00231], [1.36359, 0.85664, 2.22645], [0.03181, 1.85905, 3.10757], [0.37604, 0.51236, 0.84404], [-1.00609, 1.08079, 0.55872], [1.05270, -0.32135, -0.23049], [-1.81946, 0.41276, 0.62071], [-1.04369, 1.31576, -0.52470], [1.40400, 0.32010, -1.03714], [0.25346, -0.91805, -0.62743], [-1.09680, 1.89354, 1.21907], [1.98273, -0.74857, 0.17260]], "atomic_forces_ev_per_a": [[0.2, 0.5, -0.1], [-3.6, 1.1, -0.7], [1.7, -1.8, -0.6], [1.3, 0.4, 1.1], [2.2, -0.4, -1.5], [0.1, 1.3, 0.9], [-0.8, -1.2, 0.8], [0.2, 0.6, 0.5], [-0.2, 0.3, -0.2], [0.3, -1.2, -0.3], [-0.8, 1.2, 0.4], [-0.6, -0.7, -0.3]], "homo_energy_ha": -0.337, "smiles": "CC(C)=POCl", "orbital_gap_ev": 9.171, "e_lumo_ev": 0.01}



(2)
{"formula": "C3H6ClP", "method": "the ωB97M-V functional and the def2-TZVPD basis", "species": ["Cl", "P", "C", "C", "C", "H", "H", "H", "H", "H", "H"], "positions_angstrom": [[1.28751, -1.86466, 0.79671], [-1.30367, -0.55997, 1.54120], [0.41386, -0.34024, 0.71689], [0.30225, 0.10471, -0.72772], [0.82130, 1.18261, -1.37266], [1.45974, 1.84998, -0.83784], [-2.12244, -0.81889, 0.48795], [0.81442, 1.21223, -2.44184], [-0.22500, -0.92917, -1.33725], [0.84053, 0.33829, 1.37737], [-0.98300, -1.81624, 1.76447]], "atomic_forces_ev_per_a": [[0.6, -0.4, -0.1], [0.7, 2.5, 0.7], [-2.2, 0.0, -1.4], [-0.5, -2.5, -2.1], [-0.6, -2.7, 1.3], [0.1, 0.6, 0.3], [-0.5, -0.3, -1.3], [-0.3, 0.3, -0.4], [1.5, 3.6, 1.4], [1.4, 1.3, 0.8], [0.0, -2.5, 0.7]], "homo_energy_ha": -0.346, "smiles": "C=C[C@@H](P)Cl", "orbital_gap_ev": 10.425, "e_lumo_ev": 1.00}



(3)
{"formula": "C3H6CsO4", "method": "the ωB97M-V functional and the def2-TZVPD basis", "species": ["Cs", "O", "O", "O", "O", "C", "C", "C", "H", "H", "H", "H", "H", "H"], "positions_angstrom": [[-2.82361, -3.08422, -0.79716], [-1.79704, 0.18302, -0.73418], [1.67860, -1.34871, 0.59047], [1.44776, 0.91981, 0.62886], [3.44184, 0.00684, 0.60001], [2.23133, -0.19956, 0.58163], [-0.53842, 0.85843, -0.75415], [0.03835, 0.83149, 0.65856], [0.14686, 0.34345, -1.44528], [-0.12513, -2.57955, 0.69882], [-0.67020, 1.88685, -1.11198], [-0.28116, -0.08401, 1.17808], [-0.32630, 1.68070, 1.24855], [-2.42289, 0.58544, -1.34222]], "atomic_forces_ev_per_a": [[0.5, 0.4, 0.2], [-0.9, -0.6, 0.0], [-0.7, 0.3, -0.3], [-1.0, 1.4, 0.0], [-0.4, 0.4, -0.3], [1.1, -2.0, 0.5], [0.5, 0.1, -0.2], [0.3, -0.4, 0.3], [-0.1, 0.1, 0.3], [0.2, 0.3, -0.1], [0.0, -0.1, 0.1], [0.1, 0.1, -0.3], [0.1, 0.0, -0.2], [0.3, 0.3, 0.0]], "homo_energy_ha": [-0.259, -0.250], "s_squared": 0.757, "multiplicity": 2, "orbital_gap_ev": [5.610, 5.188], "e_lumo_ev": [-1.45, -1.62]}



(4)
{"formula": "C3H6CuO3", "method": "the ωB97M-V functional and the def2-TZVPD basis", "species": ["Cu", "O", "O", "O", "C", "C", "C", "H", "H", "H", "H", "H", "H"], "positions_angstrom": [[2.70083, 1.24548, 0.05246], [1.03754, 0.67651, -0.55429], [2.34560, -0.75353, 0.30379], [0.27247, -1.32093, -0.45526], [-0.90397, 0.09408, -0.66506], [-1.53893, 0.40625, 0.66386], [1.26891, -0.58844, -0.47989], [-2.61755, 0.52967, 0.50432], [2.39923, -1.59360, 0.78672], [-1.50550, -0.58134, -1.28030], [-1.15569, 1.34300, 1.08603], [-1.39402, -0.40427, 1.38858], [-0.90893, 0.94711, -1.35098]], "atomic_forces_ev_per_a": [[0.7, 0.9, 0.3], [2.3, 1.3, -1.6], [0.9, -0.5, -1.4], [0.8, 0.9, -1.6], [-5.4, -0.9, -0.4], [1.6, -0.2, 0.3], [-2.6, -0.3, 4.5], [0.1, -0.2, -0.3], [0.3, -0.6, 0.1], [0.2, -0.6, 0.3], [-0.1, -0.2, 0.0], [-0.3, 0.1, -0.1], [1.6, 0.1, -0.1]], "total_charge": 2, "homo_energy_ha": [-0.757, -0.750], "s_squared": 0.756, "multiplicity": 2, "orbital_gap_ev": [9.595, 6.205], "e_lumo_ev": [-11.00, -14.21]}